Formula: C4H4N4
Source: the OMol25 dataset
Level of theory: ωB97M-V/def2-TZVPD

Properties
E_LUMO: -0.78 eV
Kohn-Sham gap: 0.3386 Eh
SMILES: [H]/N=c1/cncncn1

Each line ends with the natural charge from an NBO analysis.
Positions of all 12 atoms, in Å:
H: -1.256 2.414 -1.132  0.35
N: -0.456 1.756 -1.508  -0.58
C: -0.378 0.714 -0.813  0.26
C: 0.354 -0.505 -1.248  0.14
N: 1.033 -1.308 -0.335  -0.44
C: 1.293 -0.790 0.938  0.29
N: 0.422 -0.285 1.704  -0.47
C: -0.805 -0.116 1.176  0.30
N: -1.319 0.482 0.132  -0.47
H: 0.098 -1.033 -2.223  0.23
H: 2.303 -1.091 1.412  0.20
H: -1.686 -0.620 1.679  0.19

=====

Formula: C4H4N4
Source: the OMol25 dataset
Level of theory: ωB97M-V/def2-TZVPD

Properties
E_LUMO: 0.36 eV
Kohn-Sham gap: 0.3407 Eh

Each line ends with the natural charge from an NBO analysis.
Positions of all 12 atoms, in Å:
C: -0.205 0.234 -1.823  -0.04
C: -0.720 0.241 -0.583  0.03
C: 0.019 -0.396 1.520  -0.07
C: 0.535 -0.157 0.188  -0.01
H: 2.640 0.166 -0.596  0.35
H: -0.684 0.299 -2.735  0.21
H: -1.648 0.444 2.475  0.42
H: 0.543 -0.548 2.559  0.23
N: 1.474 -0.584 -0.839  -0.32
N: 1.060 0.098 -1.920  -0.23
N: -1.778 0.251 0.294  -0.27
N: -1.234 -0.047 1.461  -0.29

=====

Formula: C4H4N4
Source: the OMol25 dataset
Level of theory: ωB97M-V/def2-TZVPD

Properties
E_LUMO: -1.55 eV
Kohn-Sham gap: 0.2768 Eh
SMILES: [H]/N=c1/cnccnn1

Each line ends with the natural charge from an NBO analysis.
Positions of all 12 atoms, in Å:
H: 0.310 0.442 2.767  0.35
N: -0.463 0.044 2.328  -0.61
C: -0.528 0.224 0.994  0.27
C: -1.469 -0.342 0.013  0.09
N: -0.926 -1.113 -0.806  -0.38
C: 0.339 -1.032 -1.457  0.02
C: 1.262 0.093 -1.276  -0.07
N: 1.205 1.088 -0.423  -0.17
N: 0.468 1.152 0.530  -0.14
H: -2.591 -0.794 0.377  0.23
H: 0.613 -1.765 -2.083  0.20
H: 2.051 0.261 -2.101  0.21

=====

Formula: C4H4N4O
Source: the OMol25 dataset
Level of theory: ωB97M-V/def2-TZVPD

Properties
E_LUMO: -0.15 eV
Kohn-Sham gap: 0.3862 Eh
SMILES: N#CCN(CC#N)N=O

Each line ends with the natural charge from an NBO analysis.
Positions of all 13 atoms, in Å:
N: 1.978 2.553 -0.768  -0.27
C: 1.351 1.669 -0.202  0.25
C: 0.716 0.614 0.635  -0.36
N: 0.199 -0.557 -0.188  -0.28
C: -1.194 -0.767 0.193  -0.36
C: -2.143 0.163 -0.410  0.24
N: -2.635 1.054 -1.026  -0.26
N: 0.828 -1.740 -0.722  0.29
O: 1.984 -1.695 -0.777  -0.28
H: -0.237 0.956 1.083  0.26
H: 1.610 0.175 1.205  0.27
H: -1.305 -0.762 1.300  0.23
H: -1.150 -1.663 -0.322  0.27

=====

Formula: C4H4N4O
Source: the OMol25 dataset
Level of theory: ωB97M-V/def2-TZVPD

Properties
E_LUMO: -1.73 eV
Kohn-Sham gap: 0.2886 Eh
SMILES: [H]/N=C/N=c1/nccno1

Each line ends with the natural charge from an NBO analysis.
Positions of all 13 atoms, in Å:
H: -0.584 4.022 0.390  0.34
N: -0.753 3.159 0.713  -0.63
C: 0.099 2.269 0.473  0.24
N: 0.058 1.032 1.141  -0.41
C: -0.237 0.033 0.343  0.60
N: -0.197 -1.155 1.003  -0.36
C: 0.063 -2.378 0.338  0.03
C: 0.132 -2.250 -1.180  -0.03
N: 0.044 -1.046 -1.674  -0.06
O: -0.754 0.055 -0.913  -0.34
H: 1.197 2.690 0.164  0.14
H: 0.195 -3.365 0.956  0.24
H: 0.738 -3.066 -1.754  0.25

=====

Formula: C4H4NO3
Source: the OMol25 dataset
Level of theory: ωB97M-V/def2-TZVPD

Properties
E_LUMO: 3.52 eV
Charge: -1
Kohn-Sham gap: 0.2874 Eh
SMILES: CON=C=CC(=O)[O-]

Each line ends with the natural charge from an NBO analysis.
Positions of all 12 atoms, in Å:
C: -1.365 -0.019 -0.370  -0.25
O: -0.102 -0.469 0.114  -0.40
N: 0.761 0.603 -0.042  -0.25
C: 1.934 0.574 0.517  0.31
C: 3.123 0.408 0.933  -0.41
C: 4.227 -0.131 0.003  0.75
O: 4.893 -1.045 0.564  -0.77
O: 4.305 0.299 -1.149  -0.73
H: -1.486 0.912 0.198  0.19
H: -2.153 -0.699 -0.293  0.18
H: -1.415 0.035 -1.443  0.17
H: 3.562 0.640 1.863  0.23

=====

Formula: C4H4NO3S
Source: the OMol25 dataset
Level of theory: ωB97M-V/def2-TZVPD

Properties
E_LUMO: 3.60 eV
Charge: -1
Kohn-Sham gap: 0.2582 Eh

Each line ends with the natural charge from an NBO analysis.
Positions of all 13 atoms, in Å:
C: 2.673 0.217 -1.074  -0.19
C: 1.709 -0.195 -1.904  -0.34
C: 0.333 0.123 -0.065  0.41
C: -1.001 -0.302 0.416  -0.72
N: 2.567 0.608 0.125  -0.30
O: 0.648 -2.168 -3.374  -1.03
O: 1.406 -0.199 -4.504  -1.03
O: 1.216 0.536 0.751  -0.34
S: 1.701 -1.158 -3.457  1.60
H: 3.668 0.063 -1.443  0.25
H: -1.674 0.635 0.169  0.23
H: -1.292 -1.159 -0.137  0.25
H: -1.006 -0.442 1.422  0.20

=====

Formula: C4H4NS
Source: the OMol25 dataset
Level of theory: ωB97M-V/def2-TZVPD

Properties
E_LUMO (alpha / beta): -9.50 / -9.93 eV
Charge: +1
Kohn-Sham gap (alpha / beta): 0.2277 / 0.2003 Eh

Each line ends with the natural charge from an NBO analysis.
Positions of all 10 atoms, in Å:
C: 1.378 -0.052 -0.762  0.17
C: -0.645 -1.037 0.194  -0.69
C: 0.145 0.273 -0.116  -0.09
C: -0.157 1.509 0.256  -0.17
N: 2.100 -0.484 -1.522  -0.15
S: -0.040 -1.772 1.717  0.84
H: -1.695 -0.649 0.296  0.32
H: -0.517 -1.657 -0.680  0.31
H: -1.071 1.685 0.718  0.23
H: 0.503 2.183 -0.101  0.24

=====

Formula: C4H4NdO5
Source: the OMol25 dataset
Level of theory: ωB97M-V/def2-TZVPD

Properties
E_LUMO (alpha / beta): -6.33 / -5.71 eV
Charge: +1
2S+1: 4
Kohn-Sham gap (alpha / beta): 0.2285 / 0.2531 Eh

Each line ends with the Mulliken spin population.
Positions of all 14 atoms, in Å:
O: -0.888 1.434 1.877  -0.04
C: -1.386 2.029 3.085  0.00
O: -1.761 3.196 3.140  -0.01
O: -1.259 1.220 4.094  -0.02
H: -0.040 -1.997 -2.689  0.00
O: -0.587 -1.181 -0.873  0.00
C: 0.010 -1.025 -2.190  0.00
C: 1.429 -0.573 -1.857  0.00
O: 1.429 -0.583 -0.402  0.00
C: 0.220 -0.760 0.064  -0.01
H: -0.574 -0.282 -2.742  0.00
H: 1.664 0.441 -2.195  0.00
H: 2.206 -1.271 -2.186  0.00
Nd: -0.463 -0.646 2.874  3.08

=====

Formula: C4H4O
Source: the OMol25 dataset
Level of theory: ωB97M-V/def2-TZVPD

Properties
E_LUMO (alpha / beta): 4.25 / 4.21 eV
Charge: -1
2S+1: 2
Kohn-Sham gap (alpha / beta): 0.2040 / 0.2378 Eh

Each line ends with the Mulliken spin population.
Positions of all 9 atoms, in Å:
O: -0.185 -1.942 -0.138  0.00
C: -0.170 -0.862 0.788  -0.02
C: -0.043 0.461 0.141  0.19
C: -0.347 1.758 0.076  0.00
C: 0.771 1.342 -0.817  0.70
H: 0.500 -1.779 -0.795  0.00
H: 0.662 -0.997 1.506  0.02
H: -1.108 -0.927 1.359  0.02
H: 0.734 1.356 -1.922  0.11

=====

Formula: C4H4O
Source: the OMol25 dataset
Level of theory: ωB97M-V/def2-TZVPD

Properties
E_LUMO: -0.63 eV
Kohn-Sham gap: 0.3047 Eh

Each line ends with the natural charge from an NBO analysis.
Positions of all 9 atoms, in Å:
C: -1.099 0.411 -0.285  0.13
C: -0.677 -0.978 -0.025  -0.03
C: 1.592 0.328 0.164  -0.39
C: 0.322 -0.064 0.138  -0.06
O: -1.928 0.314 0.731  -0.51
H: -1.307 0.923 -1.224  0.19
H: -1.151 -1.918 0.200  0.25
H: 1.848 1.378 0.127  0.21
H: 2.400 -0.393 0.174  0.21

=====

Formula: C4H4O
Source: the OMol25 dataset
Level of theory: ωB97M-V/def2-TZVPD

Properties
E_LUMO: 1.10 eV
Kohn-Sham gap: 0.4123 Eh
SMILES: C#C[C@H]1CO1

Each line ends with the natural charge from an NBO analysis.
Positions of all 9 atoms, in Å:
C: -1.351 -0.744 1.644  -0.19
C: -0.509 -0.574 0.800  -0.05
C: 0.524 -0.352 -0.195  -0.03
C: 0.440 0.799 -1.098  -0.09
O: 1.381 0.784 -0.047  -0.47
H: -2.051 -0.874 2.440  0.24
H: 1.161 -1.185 -0.462  0.22
H: -0.358 1.519 -0.930  0.19
H: 0.805 0.721 -2.120  0.19

=====

Listing energy relative to the best compared isomer or geometry (same formula, charge and spin) for the structures above in their given order: 2.888, 5.688, 5.326, 5.076, 5.802, 3.770, 8.674, 4.016, 0.839, 0.000, 4.610, 2.573 eV.